# 1
Below is a molecular structure, C35H67Cl22INNbO2PS at a distorted geometry, with properties calculated with ωB97M-V/def2-TZVPD.

Properties
Orbital gap (eV): 6.005
Max |F| (eV Å⁻¹): 4.56
Lowest unoccupied orbital energy (eV): 1.69
Charge: -1
Multiplicity: 1

Geometry as XYZ:
```
131
C35H67Cl22INNbO2PS, DFT ωB97M-V/def2-TZVPD
C 0.19478 -1.04675 3.56048
C -0.88763 0.11738 3.29470
N -2.02516 -0.01040 3.98707
C -0.66224 1.35112 2.29961
Nb -0.56597 0.75838 0.08468
S 1.81704 0.00536 0.57192
C -0.49592 0.02276 -2.08582
C -0.63428 1.15219 -3.21308
C -2.11269 1.78844 -3.40751
I -3.65679 0.35461 -3.93588
C -0.00851 2.88472 -0.41155
C 1.42064 3.26665 -0.97929
C 2.45309 2.43783 -1.76130
C 3.83022 3.01192 -2.27041
C 4.19272 4.52113 -2.03660
C 3.16863 5.39920 -1.27901
C 1.84722 4.79069 -0.76377
P -3.11115 1.25336 -0.04768
O -3.80236 -0.28033 -0.51597
O -3.75835 1.51370 1.54296
H 0.21573 -1.26413 4.68486
H 1.23279 -0.67020 3.27479
H -0.07136 -2.02673 3.02537
H -2.64555 0.79097 3.77732
H -1.43245 2.15508 2.54724
H 0.38560 1.78541 2.54475
H -1.05065 -0.93552 0.54377
H 2.47643 0.98100 1.30065
H 0.42064 -0.66960 -2.23553
H -1.40978 -0.68368 -2.19584
H -0.39622 0.63726 -4.22641
H 0.08726 2.03123 -3.14144
H -2.38328 2.49202 -2.53628
H -2.01909 2.49503 -4.32005
H -0.79766 3.29038 -1.16432
H -0.17771 3.52559 0.54225
H 2.18916 1.33486 -1.96432
H 4.58330 2.37757 -2.84370
H 5.16769 4.98913 -2.40626
H 3.36249 6.50640 -1.11276
H 1.13138 5.51811 -0.22552
H -3.65570 -0.92220 0.21398
H -3.91727 0.60037 1.87770
Cl -3.12861 -4.00756 -1.90243
C -4.15706 -3.95377 -3.35532
C -3.55076 -4.71734 -4.51550
Cl -2.08694 -3.92373 -5.15105
H -4.32879 -2.90621 -3.60997
H -5.11608 -4.39853 -3.08120
H -4.26688 -4.76712 -5.34024
H -3.28564 -5.73734 -4.23050
Cl 4.13613 4.88942 0.93635
C 5.65248 5.46502 1.67538
C 5.47269 6.79291 2.38305
Cl 5.16283 8.12738 1.24182
H 6.41103 5.52651 0.89188
H 5.96624 4.70544 2.39072
H 6.38339 7.04908 2.92813
H 4.64683 6.75878 3.09551
Cl -3.67435 -8.00742 -2.12582
C -3.98506 -8.38849 -0.41490
C -2.86159 -7.92015 0.48802
Cl -1.36378 -8.85190 0.23744
H -4.14658 -9.46466 -0.33070
H -4.91354 -7.88308 -0.14150
H -3.14563 -8.05476 1.53348
H -2.63352 -6.86472 0.32976
Cl 0.02456 5.63295 3.14297
C -1.65952 5.98905 3.59996
C -2.11636 5.16913 4.79052
Cl -2.26839 3.44052 4.39430
H -2.29168 5.81507 2.72730
H -1.70276 7.05259 3.84492
H -3.10212 5.50702 5.11677
H -1.42754 5.26457 5.63177
Cl -6.25221 -5.15161 -6.02630
C -7.80552 -4.30746 -6.23615
C -7.61525 -2.82293 -6.45776
Cl -7.00906 -2.00725 -4.99504
H -8.42220 -4.50382 -5.35722
H -8.29659 -4.75673 -7.10217
H -8.57108 -2.35791 -6.70785
H -6.91966 -2.62493 -7.26784
Cl 3.46051 -2.97649 2.99934
C 4.97092 -2.41568 3.75611
C 4.79760 -1.08854 4.46728
Cl 4.51430 0.25207 3.32999
H 5.73767 -2.35802 2.98128
H 5.26935 -3.18306 4.47380
H 5.70557 -0.84456 5.02263
H 3.96384 -1.11652 5.17167
Cl 8.21121 -0.32894 3.51108
C 9.22907 1.01529 4.07585
C 8.40614 2.23984 4.41517
Cl 7.67938 2.98371 2.97174
H 9.97121 1.22774 3.30421
H 9.75598 0.66518 4.96614
H 9.04234 2.99787 4.87652
H 7.59886 2.00117 5.11047
Cl -4.59414 -5.00599 -8.94019
C -4.70396 -4.05713 -10.44996
C -5.25425 -2.66303 -10.23724
Cl -6.97778 -2.68479 -9.79379
H -5.31552 -4.61995 -11.15750
H -3.68969 -3.99521 -10.84974
H -5.17634 -2.09001 -11.16297
H -4.70778 -2.12857 -9.45816
Cl 6.54320 1.25764 6.93702
C 4.96675 1.53301 7.71982
C 4.13057 2.55503 6.97546
Cl 4.81746 4.19517 7.08894
H 5.14891 1.83714 8.75202
H 4.44862 0.57192 7.73525
H 3.12982 2.60073 7.40866
H 4.03351 2.30099 5.91813
Cl -3.25327 6.44908 -5.77362
C -3.58601 6.01870 -4.07722
C -2.45904 6.42897 -3.15011
Cl -0.98364 5.47057 -3.42036
H -3.77305 4.94428 -4.03016
H -4.50480 6.53655 -3.79408
H -2.75552 6.26576 -2.11203
H -2.20408 7.48341 -3.26998
Cl 1.55866 -10.45691 5.25051
C 1.36724 -9.48082 3.77248
C 0.80942 -8.10229 4.06397
Cl -0.88603 -8.16382 4.60657
H 0.72881 -10.03366 3.08121
H 2.35798 -9.39075 3.32249
H 0.82851 -7.49588 3.15653
H 1.39107 -7.58751 4.83034
```

# 2
Below is 5 unconnected molecules or ions with the total composition C35H67Cl8IN4O5P, with properties calculated with ωB97M-V/def2-TZVPD.

Properties
Orbital gap (eV): 6.439
Max |F| (eV Å⁻¹): 0.78
Lowest unoccupied orbital energy (eV): 1.94
Charge: -1
Multiplicity: 1

Geometry as XYZ:
```
121
C35H67Cl8IN4O5P, DFT ωB97M-V/def2-TZVPD
C -2.52663 -4.34563 -3.16893
C -2.63627 -2.96147 -3.79614
N -1.62634 -2.01070 -3.32113
C -2.08693 -0.97461 -2.36166
O -1.05660 -0.11401 -2.11939
P -0.33553 -0.13073 -0.44106
C 0.33721 -0.30088 1.32474
C 1.70308 0.32211 1.61938
C 2.11907 0.20029 3.09479
C 2.69979 -1.14334 3.50001
O 1.78131 -2.20106 3.70725
C 0.88360 -1.98233 4.76714
C 0.87960 -1.50644 -1.03486
C 0.43272 -2.93371 -0.69515
C 1.43539 -4.00105 -1.04710
N 2.18246 -3.81421 -2.22535
O 1.61666 -4.98918 -0.35357
C -1.62477 1.23577 0.12534
C -1.09970 2.43205 0.92996
C -1.92448 2.66119 2.19237
I -1.19715 4.29526 -0.17986
N 0.71810 1.22110 -0.97108
C 1.91276 1.01854 -1.77598
C 2.50779 2.38126 -2.15032
O -1.57000 -1.33846 -0.06845
C -2.56976 -1.54683 -1.01544
C -3.91548 -0.98436 -0.56168
C -5.11881 -1.49178 -1.36643
C -5.69496 -0.49590 -2.36456
N -5.91214 0.82453 -1.76297
C -5.44237 1.93866 -2.58046
C -5.23916 3.19825 -1.77753
C -5.90687 3.44907 -0.58850
C -5.68072 4.60760 0.14137
C -4.76621 5.53536 -0.31793
C -4.09616 5.30961 -1.50844
C -4.34220 4.15624 -2.23178
O -3.69553 3.89565 -3.41253
H -3.15016 -5.06532 -3.70252
H -1.49097 -4.68252 -3.22959
H -2.80575 -4.35753 -2.11746
H -3.65610 -2.56878 -3.70280
H -2.47255 -3.09499 -4.86931
H -1.31660 -1.48385 -4.12758
H -2.91855 -0.41434 -2.82949
H 0.40626 -1.36370 1.56510
H -0.38184 0.10376 2.04513
H 1.71829 1.37806 1.35919
H 2.48870 -0.17371 1.04313
H 1.29075 0.49748 3.74313
H 2.92102 0.92637 3.26948
H 3.40087 -1.48850 2.73784
H 3.29048 -1.00559 4.41842
H -0.01565 -1.45738 4.43001
H 0.58880 -2.95554 5.15460
H 1.34141 -1.38646 5.56392
H 0.97549 -1.47426 -2.11724
H 1.86427 -1.37815 -0.58352
H 0.24636 -3.07498 0.36490
H -0.45219 -3.17797 -1.28739
H 1.59053 -3.78316 -3.04835
H 2.81694 -4.60097 -2.31009
H -2.15316 1.59267 -0.75877
H -2.34716 0.73914 0.77200
H -0.05991 2.32967 1.20645
H -1.90516 1.73812 2.77881
H -2.96729 2.84675 1.93330
H -1.53837 3.47499 2.80414
H 0.09958 1.78635 -1.54366
H 2.66345 0.48382 -1.19566
H 1.72694 0.46637 -2.70490
H 1.69420 3.08340 -2.33156
H 3.10588 2.29881 -3.05852
H 3.12718 2.74994 -1.33440
H -2.68920 -2.63640 -1.08387
H -3.89560 0.10518 -0.62954
H -4.06236 -1.21031 0.49394
H -5.91644 -1.78203 -0.67772
H -4.85646 -2.40769 -1.90410
H -5.05451 -0.40920 -3.24367
H -6.64295 -0.90227 -2.73946
H -6.90334 0.93306 -1.59812
H -4.46880 1.65690 -2.98038
H -6.10705 2.14131 -3.43085
H -6.60224 2.71180 -0.21236
H -6.20374 4.77295 1.07225
H -4.55293 6.42637 0.25599
H -3.36353 6.02447 -1.86209
H -3.40294 4.73069 -3.78851
Cl 2.56793 5.58776 -0.64625
C 1.72808 7.03085 -0.04545
C 2.62778 8.23752 0.02295
Cl 3.89231 8.07919 1.27528
H 1.30769 6.78627 0.92664
H 0.90852 7.23181 -0.73406
H 2.04119 9.11842 0.27847
H 3.12958 8.40782 -0.92589
Cl 6.34040 -2.45296 4.16770
C 5.98327 -4.02409 3.40695
C 4.84599 -4.73446 4.09472
Cl 5.29736 -5.25407 5.74334
H 6.89409 -4.61672 3.43075
H 5.71347 -3.82704 2.37069
H 4.58372 -5.63166 3.53719
H 3.96397 -4.10215 4.17433
Cl -0.50180 -7.61219 1.99431
C 1.23669 -7.23822 1.83330
C 2.03160 -7.77424 2.99333
Cl 1.67773 -6.92531 4.52370
H 1.33925 -6.16206 1.72593
H 1.57697 -7.70187 0.90991
H 3.09330 -7.63670 2.79193
H 1.83976 -8.83156 3.15762
Cl 5.03847 2.63868 0.95098
C 6.60015 3.23594 0.33825
C 6.51018 3.69056 -1.09661
Cl 6.21361 2.32869 -2.20515
H 7.32848 2.43684 0.45152
H 6.89322 4.07600 0.96623
H 7.44822 4.15572 -1.39568
H 5.70013 4.40448 -1.22927
```

# 3
Below is 4 unconnected molecules or ions with the total composition C35H68N2O8 at a distorted geometry, with properties calculated with ωB97M-V/def2-TZVPD.

Properties
Orbital gap (eV): 8.390
Max |F| (eV Å⁻¹): 1.38
Structure (SMILES): COCCCCCCCCCCCC1=C(CC(C)C)C(=O)C(CN)=C(ON=O)C1=O.CCOCC.CCOCC.CCOCC
Lowest unoccupied orbital energy (eV): -0.83
Multiplicity: 1

Geometry as XYZ:
```
113
C35H68N2O8, DFT ωB97M-V/def2-TZVPD
C 7.49369 0.17308 2.77402
O 7.37404 -0.90729 1.88213
C 6.02126 -1.29046 1.73521
C 5.89424 -2.49170 0.82994
C 6.73627 -2.39084 -0.45842
C 5.93806 -2.11113 -1.72588
C 5.46455 -0.65942 -1.92838
C 6.39607 0.41499 -1.38411
C 5.92375 1.85240 -1.66716
C 4.68645 2.26850 -0.84046
C 3.41284 2.16623 -1.68496
C 2.09359 2.25326 -0.91147
C 1.65127 0.90642 -0.29100
C 1.05166 1.11701 1.07103
C -0.12967 1.71371 1.33117
C -1.09401 2.22352 0.30295
C -2.11518 1.16836 -0.23012
C -1.70333 0.58615 -1.58686
C -2.38563 0.00901 0.71939
C -0.50025 1.86787 2.78009
O -1.63755 1.73435 3.19087
C 0.65448 2.15272 3.70462
C 0.56267 3.11955 4.86782
N -0.76635 3.23155 5.47433
C 1.81160 1.52725 3.42175
O 2.96352 1.70981 4.14782
N 3.54061 0.46073 4.66424
O 2.75979 -0.23996 5.16007
C 1.83579 0.60942 2.23856
O 2.40667 -0.46786 2.23644
H 8.43781 0.67809 2.60589
H 6.70199 0.91208 2.61871
H 7.40744 -0.15869 3.80814
H 5.40960 -0.46998 1.34834
H 5.60063 -1.52250 2.71717
H 6.08656 -3.42169 1.35449
H 4.84463 -2.54324 0.53655
H 7.53984 -1.68045 -0.29666
H 7.21111 -3.35942 -0.60000
H 6.50824 -2.41306 -2.60215
H 5.04691 -2.73624 -1.69564
H 5.30851 -0.46897 -2.99002
H 4.49998 -0.52322 -1.44217
H 6.42489 0.31060 -0.30198
H 7.42026 0.30366 -1.73798
H 5.62710 1.94736 -2.71052
H 6.76386 2.50132 -1.44012
H 4.78644 3.31186 -0.54549
H 4.59985 1.67545 0.07172
H 3.43231 1.27944 -2.31445
H 3.42314 3.01349 -2.37111
H 2.21215 3.00396 -0.13196
H 1.34807 2.63624 -1.60310
H 0.97027 0.38691 -0.95315
H 2.55609 0.31081 -0.20894
H -0.57924 2.63128 -0.55681
H -1.67199 3.01005 0.78119
H -3.06440 1.67924 -0.37904
H -1.12549 1.27929 -2.19167
H -2.55571 0.21513 -2.14755
H -1.07594 -0.28815 -1.40965
H -1.49312 -0.58501 0.89648
H -3.08658 -0.66339 0.22259
H -2.84885 0.30758 1.65129
H 0.96040 4.07413 4.52055
H 1.26123 2.77083 5.62117
H -0.67562 3.13153 6.47299
H -1.14867 4.14908 5.30028
C -6.37392 -0.44333 -2.09403
C -5.84476 -0.04650 -3.46180
O -4.70588 -0.78359 -3.87164
C -4.87483 -2.18354 -3.98819
C -5.93712 -2.59644 -4.99322
H -5.59588 -0.33052 -1.33678
H -7.22084 0.18758 -1.82336
H -6.71035 -1.48086 -2.06891
H -5.53168 0.99692 -3.43199
H -6.63382 -0.11144 -4.21890
H -5.07837 -2.62778 -3.00713
H -3.90616 -2.56756 -4.30863
H -6.92920 -2.24154 -4.71080
H -5.98107 -3.68352 -5.06658
H -5.70700 -2.18958 -5.97911
C -9.12448 4.45433 -6.38187
C -7.94283 3.68027 -5.82244
O -8.29565 2.46039 -5.19695
C -8.94952 1.50638 -6.01422
C -8.13137 1.06555 -7.21649
H -9.84985 4.66360 -5.59466
H -8.78596 5.39996 -6.80604
H -9.63977 3.90318 -7.16957
H -7.45801 4.27361 -5.04711
H -7.19099 3.50815 -6.60082
H -9.93040 1.88092 -6.32753
H -9.13578 0.64308 -5.37442
H -7.92274 1.89192 -7.89677
H -8.67057 0.30113 -7.77697
H -7.17397 0.65213 -6.89443
C 2.54954 -3.20383 5.67499
C 2.80047 -4.66583 6.00153
O 2.68188 -4.97918 7.37798
C 1.42031 -4.72856 7.96711
C 0.27433 -5.49842 7.33249
H 3.22921 -2.56374 6.23491
H 2.70056 -3.02631 4.60945
H 1.53071 -2.89981 5.92040
H 3.82463 -4.92523 5.73283
H 2.14756 -5.31301 5.40464
H 1.20662 -3.65344 7.97045
H 1.52276 -5.02841 9.01022
H 0.12574 -5.22544 6.28717
H -0.65491 -5.29324 7.86504
H 0.46883 -6.57114 7.37119
```